A 20-piece molecular cluster, C75H195N13O27 overall, computed with ωB97M-V with the def2-TZVPD basis set.

Properties
HOMO = -16.71 eV
charge = +6
LUMO = -8.2 eV
total energy = -155531.557 eV
gap between HOMO and LUMO = 0.3131 hartree
largest force on an atom = 4.3 eV Å⁻¹

Last columns: bonded neighbours and bond lengths (Å).
Geometry (Å):
1 C 3.07 2.56 5.31  C2 1.535, H10 1.089, H11 1.100, H12 1.096
2 C 3.96 1.76 6.27  C1 1.535, C3 1.524, N6 1.463, H13 1.064
3 C 5.00 2.67 6.92  C2 1.524, O4 1.416, H14 1.101, H15 1.105
4 O 6.00 2.95 5.96  C3 1.416, C5 1.426
5 C 6.92 3.91 6.46  O4 1.426, H16 1.102, H17 1.054, H18 1.128
6 N 3.21 0.96 7.23  C2 1.463, H8 1.023, H9 1.020
7 H 2.18 -0.32 6.33  O271 1.037
8 H 3.86 0.48 7.85  N6 1.023
9 H 2.75 1.62 7.86  N6 1.020
10 H 2.42 1.90 4.73  C1 1.089
11 H 3.78 2.98 4.58  C1 1.100
12 H 2.41 3.30 5.79  C1 1.096
13 H 4.46 1.07 5.64  C2 1.064
14 H 5.51 2.22 7.78  C3 1.101
15 H 4.50 3.59 7.26  C3 1.105
16 H 6.47 4.91 6.34  C5 1.102
17 H 7.89 3.83 6.06  C5 1.054
18 H 7.05 3.70 7.56  C5 1.128
19 C -5.64 -2.13 -1.65  C20 1.472, H28 1.119, H29 1.086, H30 1.088
20 C -5.87 -3.06 -0.53  C19 1.472, C21 1.547, N24 1.460, H31 1.097
21 C -7.08 -2.58 0.30  C20 1.547, O22 1.455, H32 1.101, H33 1.069
22 O -7.15 -3.33 1.55  C21 1.455, C23 1.438
23 C -8.11 -2.75 2.45  O22 1.438, H34 1.105, H35 1.083, H36 1.060
24 N -6.04 -4.45 -0.93  C20 1.460, H25 1.032, H26 1.023
25 H -6.60 -4.84 -0.15  N24 1.032
26 H -6.63 -4.62 -1.74  N24 1.023
27 H -4.23 -5.07 -0.96  O306 1.015
28 H -4.68 -2.40 -2.16  C19 1.119
29 H -5.54 -1.12 -1.28  C19 1.086
30 H -6.43 -2.21 -2.40  C19 1.088
31 H -4.97 -3.11 0.09  C20 1.097
32 H -7.93 -2.76 -0.38  C21 1.101
33 H -7.10 -1.53 0.51  C21 1.069
34 H -8.08 -1.65 2.47  C23 1.105
35 H -7.81 -3.24 3.37  C23 1.083
36 H -9.03 -3.06 2.01  C23 1.060
37 C 3.80 9.89 -1.71  C38 1.537, H46 1.067, H47 1.067, H48 1.092
38 C 4.43 8.49 -1.61  C37 1.537, C39 1.559, N42 1.506, H49 1.092
39 C 5.90 8.52 -1.10  C38 1.559, O40 1.387, H50 1.108, H51 1.103
40 O 5.94 8.66 0.28  C39 1.387, C41 1.424
41 C 7.28 8.43 0.69  O40 1.424, H52 1.105, H53 1.100, H54 1.076
42 N 3.65 7.57 -0.71  C38 1.506, H43 1.086, H44 0.991, H45 1.009
43 H 3.70 6.50 -0.88  N42 1.086
44 H 3.81 7.72 0.25  N42 0.991
45 H 2.65 7.68 -0.74  N42 1.009
46 H 3.93 10.23 -2.71  C37 1.067
47 H 4.50 10.52 -1.20  C37 1.067
48 H 2.74 9.92 -1.45  C37 1.092
49 H 4.35 8.01 -2.59  C38 1.092
50 H 6.36 9.38 -1.63  C39 1.108
51 H 6.48 7.64 -1.44  C39 1.103
52 H 7.41 8.99 1.63  C41 1.105
53 H 7.95 8.77 -0.11  C41 1.100
54 H 7.45 7.38 0.79  C41 1.076
55 C -2.36 -6.37 -4.61  C56 1.487, H64 1.074, H65 1.113, H66 1.125
56 C -1.97 -4.94 -4.76  C55 1.487, C57 1.520, N60 1.489, H67 1.080
57 C -1.68 -4.55 -6.19  C56 1.520, O58 1.440, H68 1.075, H69 1.066
58 O -0.28 -4.62 -6.53  C57 1.440, C59 1.371
59 C -0.22 -5.07 -7.83  O58 1.371, H70 1.062, H71 1.073, H72 1.077
60 N -3.07 -4.07 -4.27  C56 1.489, H61 0.998, H62 1.020
61 H -3.86 -4.40 -4.78  N60 0.998
62 H -3.06 -4.41 -3.31  N60 1.020
63 H -2.93 -2.57 -4.42  O279 1.089
64 H -2.31 -6.77 -3.61  C55 1.074
65 H -1.58 -6.94 -5.16  C55 1.113
66 H -3.34 -6.56 -5.11  C55 1.125
67 H -1.08 -4.76 -4.17  C56 1.080
68 H -2.23 -3.67 -6.47  C57 1.075
69 H -2.18 -5.29 -6.77  C57 1.066
70 H 0.49 -5.84 -7.99  C59 1.062
71 H -0.01 -4.26 -8.51  C59 1.073
72 H -1.17 -5.41 -8.21  C59 1.077
73 C 1.60 1.64 -5.19  N74 1.470, H80 1.063, H81 1.017, H82 1.051
74 N 2.89 1.37 -4.55  C73 1.470, C75 1.518, C76 1.538, C77 1.538
75 C 2.64 0.44 -3.38  N74 1.518, H83 1.102, H84 1.147, H85 1.090
76 C 3.83 0.62 -5.52  N74 1.538, H86 1.112, H87 1.076, H88 1.084
77 C 3.52 2.67 -4.01  N74 1.538, C78 1.509, H89 1.092, H90 1.129
78 C 4.92 2.64 -3.43  C77 1.509, O79 1.418, H91 1.154, H92 1.141
79 O 5.06 1.87 -2.25  C78 1.418, H93 1.013
80 H 1.12 2.37 -4.57  C73 1.063
81 H 1.06 0.79 -5.33  C73 1.017
82 H 1.86 2.10 -6.10  C73 1.051
83 H 2.04 -0.38 -3.81  C75 1.102
84 H 2.11 1.11 -2.62  C75 1.147
85 H 3.58 0.10 -2.94  C75 1.090
86 H 4.18 1.29 -6.34  C76 1.112
87 H 3.40 -0.28 -5.90  C76 1.076
88 H 4.73 0.34 -4.99  C76 1.084
89 H 2.81 2.91 -3.22  C77 1.092
90 H 3.47 3.36 -4.90  C77 1.129
91 H 5.02 3.77 -3.24  C78 1.154
92 H 5.75 2.37 -4.17  C78 1.141
93 H 4.48 2.31 -1.55  O79 1.013
94 C 7.50 -5.94 -1.78  N95 1.463, H101 1.097, H102 1.106, H103 1.068
95 N 8.32 -4.74 -1.63  C94 1.463, C96 1.519, C97 1.477, C98 1.473
96 C 9.28 -4.81 -0.46  N95 1.519, H104 1.111, H105 1.093, H106 1.113
97 C 9.23 -4.56 -2.78  N95 1.477, H107 1.064, H108 1.090, H109 1.095
98 C 7.45 -3.57 -1.45  N95 1.473, C99 1.611, H110 1.089, H111 1.097
99 C 6.73 -3.05 -2.80  C98 1.611, O100 1.427, H112 1.078, H113 1.151
100 O 5.73 -2.10 -2.42  C99 1.427, H114 0.999
101 H 6.95 -6.10 -0.84  C94 1.097
102 H 8.10 -6.84 -2.01  C94 1.106
103 H 6.80 -5.78 -2.57  C94 1.068
104 H 9.96 -5.69 -0.56  C96 1.111
105 H 8.74 -5.08 0.45  C96 1.093
106 H 9.80 -3.83 -0.41  C96 1.113
107 H 8.70 -4.40 -3.69  C97 1.064
108 H 9.84 -5.45 -2.91  C97 1.090
109 H 9.91 -3.71 -2.65  C97 1.095
110 H 8.03 -2.78 -0.97  C98 1.089
111 H 6.64 -3.86 -0.77  C98 1.097
112 H 6.22 -3.87 -3.28  C99 1.078
113 H 7.43 -2.48 -3.52  C99 1.151
114 H 5.64 -2.03 -1.43  O100 0.999
115 C -2.56 -1.25 4.76  N116 1.448, H122 1.117, H123 1.065, H124 1.081
116 N -3.72 -0.66 5.40  C115 1.448, C117 1.501, C118 1.493, C119 1.543
117 C -4.30 -1.61 6.40  N116 1.501, H125 1.122, H126 1.105, H127 1.109
118 C -3.41 0.59 6.16  N116 1.493, H128 1.132, H129 1.103, H130 1.110
119 C -4.69 -0.32 4.25  N116 1.543, C120 1.485, H131 1.081, H132 1.092
120 C -4.96 -1.36 3.23  C119 1.485, O121 1.418, H133 1.092, H134 1.107
121 O -5.26 -2.65 3.75  C120 1.418, H135 0.962
122 H -2.23 -0.54 3.95  C115 1.117
123 H -2.88 -2.20 4.42  C115 1.065
124 H -1.84 -1.48 5.53  C115 1.081
125 H -3.52 -1.67 7.21  C117 1.122
126 H -4.63 -2.56 5.96  C117 1.105
127 H -5.16 -1.14 6.93  C117 1.109
128 H -4.34 1.12 6.51  C118 1.132
129 H -2.95 1.31 5.45  C118 1.103
130 H -2.83 0.44 7.09  C118 1.110
131 H -4.25 0.52 3.73  C119 1.081
132 H -5.62 -0.02 4.74  C119 1.092
133 H -4.06 -1.38 2.61  C120 1.092
134 H -5.68 -0.88 2.54  C120 1.107
135 H -5.84 -3.10 3.12  O121 0.962
136 C -5.15 4.15 -2.00  N137 1.526, H143 1.080, H144 1.077, H145 1.096
137 N -3.82 4.03 -1.25  C136 1.526, C138 1.550, C139 1.564, C140 1.520
138 C -3.37 2.57 -1.45  N137 1.550, H146 1.093, H147 1.076, H148 1.101
139 C -2.75 5.11 -1.62  N137 1.564, H149 1.098, H150 1.093, H151 1.076
140 C -4.05 4.09 0.25  N137 1.520, C141 1.504, H152 1.065, H153 1.096
141 C -4.19 5.44 0.90  C140 1.504, O142 1.385, H154 1.102, H155 1.090
142 O -5.25 6.07 0.26  C141 1.385, H156 0.953
143 H -5.48 5.15 -1.76  C136 1.080
144 H -5.86 3.47 -1.56  C136 1.077
145 H -5.00 4.00 -3.07  C136 1.096
146 H -2.60 2.27 -0.72  C138 1.093
147 H -2.94 2.54 -2.44  C138 1.076
148 H -4.26 1.95 -1.29  C138 1.101
149 H -2.69 5.16 -2.71  C139 1.098
150 H -1.82 4.87 -1.11  C139 1.093
151 H -3.15 6.04 -1.23  C139 1.076
152 H -3.18 3.69 0.70  C140 1.065
153 H -4.91 3.43 0.45  C140 1.096
154 H -3.26 6.04 0.86  C141 1.102
155 H -4.46 5.28 1.94  C141 1.090
156 H -5.28 7.00 0.47  O142 0.953
157 C -5.19 0.41 -7.02  N158 1.556, H164 1.110, H165 1.094, H166 1.065
158 N -4.59 0.53 -8.45  C157 1.556, C159 1.482, C160 1.525, C161 1.586
159 C -5.60 0.32 -9.51  N158 1.482, H167 1.081, H168 1.078, H169 1.113
160 C -4.09 1.97 -8.45  N158 1.525, H170 1.109, H171 1.099, H172 1.107
161 C -3.36 -0.44 -8.74  N158 1.586, C162 1.534, H173 1.117, H174 1.124
162 C -2.05 -0.22 -7.97  C161 1.534, O163 1.408, H175 1.118, H176 1.110
163 O -1.40 0.98 -8.33  C162 1.408, H177 0.968
164 H -5.86 -0.47 -6.91  C157 1.110
165 H -5.80 1.29 -6.84  C157 1.094
166 H -4.37 0.27 -6.36  C157 1.065
167 H -5.18 0.49 -10.49  C159 1.081
168 H -6.49 0.89 -9.31  C159 1.078
169 H -5.90 -0.75 -9.56  C159 1.113
170 H -4.94 2.69 -8.53  C160 1.109
171 H -3.50 2.08 -9.36  C160 1.099
172 H -3.37 2.18 -7.64  C160 1.107
173 H -3.11 -0.32 -9.82  C161 1.117
174 H -3.66 -1.48 -8.45  C161 1.124
175 H -1.41 -1.13 -8.08  C162 1.118
176 H -2.25 -0.07 -6.89  C162 1.110
177 H -0.89 0.86 -9.15  O163 0.968
178 C -10.80 6.06 2.63  N179 1.491, H185 1.094, H186 1.061, H187 1.051
179 N -11.16 4.61 2.57  C178 1.491, C180 1.519, C181 1.506, C182 1.516
180 C -12.57 4.34 3.04  N179 1.519, H188 1.076, H189 1.120, H190 1.074
181 C -11.15 4.09 1.16  N179 1.506, H191 1.085, H192 1.067, H193 1.062
182 C -10.12 3.76 3.27  N179 1.516, C183 1.496, H194 1.090, H195 1.111
183 C -10.24 3.87 4.76  C182 1.496, O184 1.440, H196 1.088, H197 1.114
184 O -9.82 5.19 5.16  C183 1.440, H198 0.977
185 H -11.47 6.58 1.94  C178 1.094
186 H -9.76 6.25 2.50  C178 1.061
187 H -10.89 6.35 3.64  C178 1.051
188 H -12.72 3.28 2.98  C180 1.076
189 H -13.23 4.80 2.26  C180 1.120
190 H -12.71 4.74 4.03  C180 1.074
191 H -11.47 3.06 1.03  C181 1.085
192 H -10.22 4.27 0.67  C181 1.067
193 H -11.86 4.64 0.58  C181 1.062
194 H -9.14 4.18 3.06  C182 1.090
195 H -10.19 2.75 2.82  C182 1.111
196 H -9.53 3.21 5.27  C183 1.088
197 H -11.24 3.62 5.18  C183 1.114
198 H -10.13 5.39 6.07  O184 0.977
199 C 0.94 -1.15 2.31  N200 1.494, H206 1.115, H207 1.106, H208 1.112
200 N 1.27 -0.95 0.87  C199 1.494, C201 1.474, C202 1.482, C203 1.525
201 C 2.36 0.03 0.69  N200 1.474, H209 1.076, H210 1.079, H211 1.099
202 C 1.69 -2.26 0.33  N200 1.482, H212 1.075, H213 1.080, H214 1.074
203 C 0.01 -0.41 0.20  N200 1.525, C204 1.519, H215 1.082, H216 1.113
204 C -1.28 -1.21 0.06  C203 1.519, O205 1.414, H217 1.092, H218 1.087
205 O -2.09 -1.25 1.22  C204 1.414, H219 0.961
206 H 0.08 -1.85 2.45  C199 1.115
207 H 0.55 -0.18 2.66  C199 1.106
208 H 1.81 -1.49 2.91  C199 1.112
209 H 3.28 -0.40 1.04  C201 1.076
210 H 2.07 0.96 1.15  C201 1.079
211 H 2.45 0.17 -0.39  C201 1.099
212 H 2.62 -2.46 0.84  C202 1.075
213 H 1.77 -2.16 -0.74  C202 1.080
214 H 0.90 -2.98 0.46  C202 1.074
215 H 0.36 -0.17 -0.79  C203 1.082
216 H -0.29 0.51 0.75  C203 1.113
217 H -1.26 -2.23 -0.33  C204 1.092
218 H -1.78 -0.60 -0.69  C204 1.087
219 H -2.45 -0.40 1.46  O205 0.961
220 C 9.97 0.07 0.86  N221 1.543, H227 1.065, H228 1.065, H229 1.128
221 N 9.27 1.21 0.08  C220 1.543, C222 1.508, C223 1.471, C224 1.556
222 C 8.38 1.90 1.08  N221 1.508, H230 1.094, H231 1.073, H232 1.053
223 C 10.33 2.07 -0.46  N221 1.471, H233 1.098, H234 1.109, H235 1.067
224 C 8.28 0.64 -0.97  N221 1.556, C225 1.560, H236 1.079, H237 1.091
225 C 8.97 0.24 -2.31  C224 1.560, O226 1.421, H238 1.125, H239 1.114
226 O 10.00 -0.70 -2.02  C225 1.421, H240 0.920
227 H 10.39 -0.66 0.21  C220 1.065
228 H 9.16 -0.32 1.42  C220 1.065
229 H 10.69 0.55 1.58  C220 1.128
230 H 7.86 2.71 0.55  C222 1.094
231 H 9.01 2.36 1.82  C222 1.073
232 H 7.76 1.18 1.54  C222 1.053
233 H 9.94 2.97 -0.96  C223 1.098
234 H 11.02 1.52 -1.13  C223 1.109
235 H 10.98 2.38 0.33  C223 1.067
236 H 7.63 1.47 -1.21  C224 1.079
237 H 7.75 -0.15 -0.44  C224 1.091
238 H 9.43 1.12 -2.83  C225 1.125
239 H 8.10 -0.15 -2.89  C225 1.114
240 H 10.51 -0.85 -2.77  O226 0.920
241 C 0.62 -6.50 3.19  N242 1.479, H248 1.091, H249 1.063, H250 1.071
242 N 1.89 -6.80 3.88  C241 1.479, C243 1.440, C244 1.544, C245 1.488
243 C 2.81 -5.69 3.88  N242 1.440, H251 1.120, H252 1.078, H253 1.087
244 C 1.44 -7.03 5.34  N242 1.544, H254 1.090, H255 1.093, H256 1.094
245 C 2.52 -8.02 3.31  N242 1.488, C246 1.504, H257 1.108, H258 1.103
246 C 1.91 -9.39 3.21  C245 1.504, O247 1.428, H259 1.118, H260 1.093
247 O 1.20 -9.59 1.99  C246 1.428, H261 0.935
248 H 0.90 -6.47 2.14  C241 1.091
249 H 0.38 -5.51 3.49  C241 1.063
250 H -0.13 -7.24 3.39  C241 1.071
251 H 3.07 -5.40 2.83  C243 1.120
252 H 3.68 -6.01 4.44  C243 1.078
253 H 2.31 -4.88 4.39  C243 1.087
254 H 2.34 -7.12 5.95  C244 1.090
255 H 0.89 -7.97 5.34  C244 1.093
256 H 0.90 -6.11 5.61  C244 1.094
257 H 3.49 -8.08 3.84  C245 1.108
258 H 2.77 -7.69 2.29  C245 1.103
259 H 1.36 -9.60 4.16  C246 1.118
260 H 2.78 -10.05 3.13  C246 1.093
261 H 0.39 -9.99 2.23  O247 0.935
262 C -1.16 3.74 3.27  C263 1.507, H266 1.070, H267 1.110, H268 1.118
263 C -1.25 2.33 2.76  C262 1.507, O264 1.231, O265 1.244
264 O -1.49 1.40 3.53  C263 1.231
265 O -1.08 2.25 1.53  C263 1.244
266 H -1.63 4.04 4.18  C262 1.070
267 H -1.43 4.40 2.42  C262 1.110
268 H -0.11 4.11 3.42  C262 1.118
269 C 1.86 -2.51 7.62  C270 1.492, H273 1.089, H274 1.096, H275 1.106
270 C 1.36 -2.07 6.28  C269 1.492, O271 1.319, O272 1.253
271 O 1.55 -0.89 5.74  H7 1.037, C270 1.319
272 O 0.81 -2.93 5.55  C270 1.253
273 H 1.88 -3.60 7.63  C269 1.089
274 H 1.30 -2.13 8.48  C269 1.096
275 H 2.86 -2.08 7.78  C269 1.106
276 C -0.88 -2.05 -3.45  C277 1.503, H280 1.095, H281 1.128, H282 1.092
277 C -1.57 -1.20 -4.47  C276 1.503, O278 1.212, O279 1.300
278 O -1.11 -0.12 -4.77  C277 1.212
279 O -2.77 -1.57 -4.81  H63 1.089, C277 1.300
280 H -0.66 -1.35 -2.63  C276 1.095
281 H 0.12 -2.26 -3.91  C276 1.128
282 H -1.26 -2.96 -2.97  C276 1.092
283 C 5.39 -2.28 2.40  C284 1.531, H287 1.058, H288 1.068, H289 1.099
284 C 5.29 -2.55 0.90  C283 1.531, O285 1.287, O286 1.221
285 O 4.97 -3.77 0.62  C284 1.287
286 O 5.49 -1.65 0.11  C284 1.221
287 H 4.43 -2.51 2.80  C283 1.058
288 H 5.59 -1.27 2.69  C283 1.068
289 H 6.08 -2.92 2.96  C283 1.099
290 C 1.48 4.35 0.10  C291 1.573, H294 1.087, H295 1.089, H296 1.080
291 C 2.76 4.07 -0.77  C290 1.573, O292 1.265, O293 1.266
292 O 3.44 4.91 -1.41  C291 1.265
293 O 2.99 2.83 -0.87  C291 1.266
294 H 1.60 3.72 0.98  C290 1.087
295 H 0.59 4.00 -0.43  C290 1.089
296 H 1.25 5.38 0.30  C290 1.080
297 C -7.62 1.78 1.22  C298 1.505, H301 1.097, H302 1.066, H303 1.107
298 C -6.27 1.30 0.75  C297 1.505, O299 1.265, O300 1.233
299 O -6.06 1.69 -0.43  C298 1.265
300 O -5.53 0.58 1.42  C298 1.233
301 H -7.70 1.56 2.29  C297 1.097
302 H -8.43 1.45 0.61  C297 1.066
303 H -7.62 2.88 1.30  C297 1.107
304 C -3.26 -5.51 1.17  C305 1.510, H308 1.088, H309 1.105, H310 1.121
305 C -2.51 -5.15 -0.09  C304 1.510, O306 1.338, O307 1.177
306 O -3.25 -5.13 -1.20  H27 1.015, C305 1.338
307 O -1.39 -4.80 -0.16  C305 1.177
308 H -2.64 -6.06 1.88  C304 1.088
309 H -4.14 -6.14 0.94  C304 1.105
310 H -3.63 -4.57 1.66  C304 1.121